{"formula": "C5H18MgO8P", "method": "ωB97M-V/def2-TZVPD", "orbital_gap_ev": 4.24, "e_lumo_ev": 2.33, "e_homo_ha": -0.07022, "multiplicity": 1, "total_charge": -1, "symbols": ["Mg", "P", "O", "O", "O", "O", "C", "O", "H", "H", "H", "H", "C", "O", "H", "H", "H", "H", "C", "O", "H", "H", "H", "H", "C", "C", "O", "H", "H", "H", "H", "H", "H"], "positions_angstrom": [[-0.2616, 3.0545, 0.5909], [1.4201, 1.9274, -1.5497], [-0.7671, 4.1910, 2.0303], [1.3351, 2.7498, -0.3219], [2.4275, 2.2246, -2.5526], [0.4702, 0.7811, -1.4862], [3.5379, -0.6957, 0.8406], [3.6128, 0.1987, 1.9502], [3.8888, -0.3561, -0.1242], [3.9984, -1.6523, 1.1463], [2.4684, -1.0382, 0.4863], [3.1660, 1.0347, 1.7118], [0.1645, 0.5265, 2.4932], [-0.0534, 0.9628, 1.1534], [-0.3636, -0.4268, 2.6681], [1.2652, 0.5823, 2.7718], [-0.3125, 1.1889, 3.2612], [0.5018, 0.6294, 0.4562], [-2.8164, 1.8344, -1.0056], [-1.4830, 2.2295, -0.7117], [-2.7546, 1.0858, -1.7701], [-3.3396, 1.4010, -0.1330], [-3.3316, 2.7468, -1.3086], [-0.8137, 1.5112, -1.0673], [-1.9120, -3.7906, -1.0134], [-0.9778, -2.7083, -0.8749], [-1.1336, -1.7257, -1.8492], [-1.6823, -4.4953, -1.7884], [-2.8780, -3.2627, -1.1328], [-2.0215, -4.3929, -0.1169], [0.0888, -3.0825, -0.9916], [-1.0599, -2.1780, 0.1293], [-0.3834, -1.0555, -1.8913]], "forces_ev_per_angstrom": [[-2.0, 2.1, 3.8], [1.0, 0.3, 0.4], [0.5, -1.1, -1.4], [1.3, 0.4, -0.7], [-0.1, -0.5, -0.7], [0.4, -0.9, -1.1], [-2.2, -1.5, -0.2], [-0.4, 0.1, -1.1], [1.0, 0.5, 0.1], [0.1, 0.7, -0.2], [1.2, 0.8, 1.3], [0.3, -0.5, 0.1], [0.7, 0.3, 1.2], [-1.1, 0.8, 1.2], [0.9, -0.1, -0.2], [-1.3, -0.7, -0.4], [0.2, 0.2, -1.4], [0.6, -0.9, 0.2], [0.1, 0.5, 0.8], [1.0, -1.5, -1.3], [-0.4, -0.3, -0.6], [0.4, 0.3, -0.2], [-0.2, -0.3, -0.2], [-1.9, 1.2, 0.7], [-2.5, -0.5, 0.4], [4.2, 1.9, 1.7], [0.2, 1.6, -1.6], [-0.1, 0.0, -0.8], [0.0, -0.8, -0.4], [0.2, 0.1, 0.4], [-0.9, 0.1, 0.6], [0.1, -0.9, -0.8], [-1.3, -1.4, 0.5]], "mulliken_charge": [0.80, 0.90, -1.18, -0.50, -0.69, -0.53, -0.36, -0.52, 0.28, 0.30, -0.03, 0.31, -0.70, -0.18, 0.25, 0.23, 0.29, 0.19, -0.72, -0.41, 0.30, 0.24, 0.26, 0.43, -1.29, 0.31, -0.53, 0.31, 0.30, 0.36, 0.21, 0.03, 0.33]}

---

{"formula": "C5H18N2O", "method": "ωB97M-V/def2-TZVPD", "orbital_gap_ev": 12.40, "e_lumo_ev": -6.12, "e_homo_ha": -0.68047, "multiplicity": 1, "total_charge": 2, "symbols": ["C", "C", "C", "C", "C", "N", "N", "H", "H", "H", "H", "H", "H", "H", "H", "H", "H", "H", "H", "H", "H", "H", "H", "H", "H", "O"], "positions_angstrom": [[1.3024, -0.9134, -0.8331], [0.0169, -0.7330, 0.1009], [-0.2989, 0.7119, 0.4245], [-1.1395, 1.2758, -0.7209], [-2.5277, 1.7430, -0.0090], [-3.7499, 1.5599, -1.0463], [2.4561, -1.7560, -0.2621], [1.0056, -1.4314, -1.7518], [1.7837, 0.0710, -1.1621], [-0.9158, -1.2546, -0.2104], [0.2165, -1.2662, 1.0821], [-0.6168, 0.7655, 1.4508], [0.6808, 1.1830, 0.5325], [-1.3451, 0.5937, -1.5239], [-0.7024, 2.2323, -1.0911], [-2.7339, 1.2474, 0.9021], [-2.5476, 2.8622, 0.0871], [-3.8486, 2.5285, -1.3645], [-4.5270, 0.9726, -0.6549], [-3.4033, 1.0765, -2.0067], [3.3534, -1.7007, -0.7004], [2.2322, -2.7781, -0.1411], [2.8280, -1.2476, 0.6901], [4.1783, -1.6334, 2.0668], [3.0239, -0.9671, 2.7487], [3.2845, -1.5484, 2.0539]], "forces_ev_per_angstrom": [[-0.1, 0.1, -1.2], [1.3, -1.9, 1.7], [2.0, -0.7, -0.9], [-1.7, 3.0, 2.6], [0.5, 1.1, -3.5], [2.7, -1.7, -1.8], [-1.0, 1.0, 1.7], [0.1, 0.2, 0.1], [-0.8, -1.3, 0.7], [0.9, 0.1, -0.5], [0.1, 0.5, -1.0], [-1.2, 0.3, 0.1], [-0.1, 0.5, -0.4], [0.1, -0.4, -0.3], [-0.2, -0.9, -0.1], [-0.4, -0.6, 0.7], [0.3, -1.2, 0.5], [-1.6, -0.4, 0.3], [0.3, 1.4, -0.6], [-1.0, 0.9, 2.9], [0.3, 0.0, -1.7], [0.2, 1.4, 0.2], [-1.3, -2.0, -0.7], [4.4, -0.4, 0.5], [-0.1, 0.7, 1.1], [-3.6, 0.2, -0.4]], "mulliken_charge": [-0.78, -0.71, -0.88, -0.69, -0.70, -0.39, -0.40, 0.37, 0.40, 0.45, 0.39, 0.53, 0.38, 0.53, 0.33, 0.46, 0.34, 0.39, 0.36, 0.42, 0.39, 0.35, 0.40, 0.32, 0.34, -0.60]}

---

{"formula": "C5H18N2O4", "method": "ωB97M-V/def2-TZVPD", "orbital_gap_ev": [10.02, 5.45], "e_lumo_ev": [-3.01, -7.58], "e_homo_ha": [-0.47900, -0.47891], "s2": 0.756, "multiplicity": 2, "total_charge": 1, "symbols": ["C", "N", "C", "C", "C", "C", "N", "O", "H", "H", "H", "H", "H", "H", "H", "H", "H", "H", "H", "H", "H", "H", "O", "H", "H", "O", "H", "H", "O"], "positions_angstrom": [[0.4559, -2.2301, -0.2822], [-0.4990, -1.1518, 0.1413], [-0.7682, -1.1464, 1.5601], [-2.9193, -0.4199, 0.0464], [-1.5759, -0.6966, -0.6753], [-0.9142, 0.5987, -1.2870], [-0.1454, 0.6732, -2.4614], [-1.1110, 1.6241, -0.6356], [1.3655, -2.2130, 0.5723], [0.9596, -1.7398, -1.1110], [0.1042, -3.1676, -0.6725], [-1.4509, -2.0695, 1.7356], [-0.9774, -0.1745, 1.9587], [-0.0800, -1.7683, 2.1705], [-3.5694, -1.2102, 0.2016], [-3.2525, 0.4087, -0.5319], [-2.5709, 0.0106, 0.9649], [-1.9145, -1.4927, -1.4072], [0.1386, -0.1464, -2.8447], [0.4290, 1.4827, -2.6423], [1.7445, 1.1432, -0.0651], [1.7960, -0.0610, 0.6932], [2.3551, 0.6388, 0.5108], [0.4831, 2.6239, -0.9028], [1.9488, 2.8863, -1.2993], [1.0651, 2.8937, -1.6113], [3.2359, 0.9347, 3.0494], [3.0116, 2.2391, 2.1927], [2.6561, 1.5301, 2.6321]], "forces_ev_per_angstrom": [[3.3, 3.1, 1.7], [-0.4, -3.6, 1.9], [0.6, -3.1, 0.8], [3.5, 2.6, -0.1], [-1.0, -1.3, -2.1], [0.6, 3.0, -1.6], [-2.7, 0.0, 3.3], [0.0, -1.4, -0.1], [-2.8, -0.8, -2.3], [0.3, -0.2, -0.5], [-0.8, -0.4, 0.5], [-0.7, 2.0, -0.5], [-0.5, 0.1, 0.4], [1.2, 1.5, -0.6], [-1.0, -1.6, -0.1], [-1.3, 0.4, -0.3], [-1.0, 0.4, 0.6], [1.5, 0.8, 0.1], [0.8, -2.8, -1.6], [0.0, 0.6, 0.4], [0.8, 0.1, 0.2], [-1.4, -2.5, 1.2], [0.4, 1.9, -3.0], [-0.5, 0.3, 0.5], [1.4, 0.3, 0.5], [-0.5, 0.2, -1.0], [1.6, -0.3, 0.5], [2.0, 2.1, -1.3], [-3.4, -1.2, 2.4]], "mulliken_charge": [-0.89, 0.27, -0.98, -1.51, 0.18, 0.43, -0.29, -0.64, 0.33, 0.41, 0.37, 0.34, 0.45, 0.40, 0.40, 0.44, 0.41, 0.31, 0.19, 0.33, 0.31, 0.31, -0.57, 0.33, 0.30, -0.63, 0.30, 0.28, -0.57]}

---

{"formula": "C5H18N2O5", "method": "ωB97M-V/def2-TZVPD", "orbital_gap_ev": 10.23, "e_lumo_ev": 0.61, "e_homo_ha": -0.35328, "multiplicity": 1, "symbols": ["C", "C", "C", "C", "N", "C", "N", "O", "H", "H", "H", "H", "H", "H", "H", "H", "H", "H", "O", "H", "H", "O", "H", "H", "O", "H", "H", "O", "H", "H"], "positions_angstrom": [[-0.5622, 3.2298, -1.1466], [-0.2885, 2.1980, -1.9484], [0.6800, 1.1454, -1.4994], [-0.1703, -0.1067, -1.0817], [-1.0568, 0.0694, 0.0615], [0.6575, -1.3683, -1.1281], [0.0948, -2.3925, -1.8588], [1.7871, -1.5358, -0.6796], [-1.1984, 4.0685, -1.4525], [-0.2575, 3.0839, -0.1063], [-0.7214, 2.0938, -2.9433], [1.5193, 0.9882, -2.1682], [1.2278, 1.4767, -0.5910], [-0.7988, -0.1748, -1.9714], [-0.8962, 0.9837, 0.4748], [-0.7738, -0.4994, 0.8603], [-0.7830, -2.3488, -2.3737], [0.6515, -3.2126, -1.6728], [1.3391, -0.3051, 4.2333], [1.6960, -0.8124, 3.4808], [1.5311, 0.6281, 4.0698], [-1.1196, -0.1571, 3.3090], [-1.7703, -0.8080, 3.5501], [-0.2925, -0.3211, 3.8182], [-2.6681, -1.4646, -2.0768], [-3.0254, -0.5721, -1.9626], [-2.4023, -1.8339, -1.2324], [2.4034, -0.5124, 1.7368], [1.9144, -0.8895, 0.9612], [3.2830, -0.6504, 1.3379]], "forces_ev_per_angstrom": [[-0.6, -0.7, -0.3], [0.6, 0.8, 0.2], [-0.1, -0.2, 2.3], [0.6, 0.8, -2.0], [0.7, -0.1, 0.9], [-0.7, -0.9, -1.2], [0.8, 0.7, 1.1], [-0.4, 0.3, 0.5], [0.2, -0.4, 0.3], [0.2, 0.9, -0.3], [0.2, 0.2, 0.0], [-0.4, -0.6, -0.7], [-0.4, 0.1, -0.3], [-0.2, -0.5, 0.1], [-0.3, 0.3, -0.3], [-0.1, -0.3, -0.2], [0.4, 0.0, 0.4], [-0.4, -0.5, -0.8], [0.0, -0.2, 0.5], [0.2, 0.7, 0.0], [0.2, -0.4, -0.2], [0.2, 0.4, -0.4], [-0.2, -0.3, 0.3], [-0.3, -0.1, -0.1], [-0.4, -0.3, -0.9], [0.2, -0.4, 0.5], [-0.3, 0.6, 0.4], [0.4, -0.6, -1.2], [0.0, 0.4, 0.6], [-0.1, 0.3, 0.7]], "mulliken_charge": [-0.75, -0.17, -0.90, 0.08, -0.42, 0.30, -0.39, -0.77, 0.29, 0.24, 0.33, 0.46, 0.32, 0.37, 0.20, 0.30, 0.29, 0.27, -0.74, 0.39, 0.32, -0.67, 0.29, 0.42, -0.71, 0.32, 0.36, -0.70, 0.43, 0.28]}

---

{"formula": "C5H18N6P", "method": "ωB97M-V/def2-TZVPD", "orbital_gap_ev": [8.22, 8.22], "e_lumo_ev": [-3.33, -3.34], "e_homo_ha": [-0.42473, -0.42478], "multiplicity": 1, "total_charge": 1, "symbols": ["C", "C", "C", "C", "C", "N", "N", "N", "N", "N", "N", "P", "H", "H", "H", "H", "H", "H", "H", "H", "H", "H", "H", "H", "H", "H", "H", "H", "H", "H"], "positions_angstrom": [[-1.9469, 0.4409, -1.9723], [2.1893, -0.9956, 0.3760], [0.7219, -2.6223, -0.6561], [-0.7444, 0.1618, 2.0859], [0.6147, 2.0699, 1.5567], [1.1607, 0.9015, -1.8832], [-3.1171, 0.3728, -2.5976], [-1.3042, 1.4641, -1.5147], [1.0855, -1.2262, -0.5378], [-0.4286, 1.1940, 1.1510], [-1.1567, -0.6468, -1.7052], [0.1227, 0.1206, -0.8706], [3.1023, -1.4447, -0.0206], [2.3475, 0.0745, 0.4973], [1.9968, -1.4360, 1.3579], [0.0982, -2.9823, 0.1675], [0.2256, -2.8095, -1.6062], [1.6424, -3.2086, -0.6560], [0.1198, -0.2719, 2.6010], [-1.3968, 0.6051, 2.8431], [-1.3092, -0.6241, 1.5888], [0.9487, 2.6720, 0.7130], [0.1714, 2.7528, 2.2916], [1.4722, 1.5786, 2.0353], [2.1095, 0.5592, -1.9257], [-3.6343, 1.2145, -2.7926], [-3.4652, -0.4878, -2.9864], [-1.6752, 2.3999, -1.5676], [1.0651, 1.8962, -2.0154], [-1.4519, -1.6069, -1.7635]], "forces_ev_per_angstrom": [[0.0, 0.3, -0.1], [0.2, 0.0, 0.2], [-0.2, -0.2, -0.1], [0.0, -0.3, 0.3], [0.4, 0.2, 0.2], [0.3, 0.2, 0.4], [-0.3, -0.1, -0.1], [-0.1, -0.2, -0.1], [-0.5, 0.6, 0.2], [0.1, -1.6, -3.4], [-0.2, -0.1, 0.3], [-0.1, 1.1, 1.7], [0.0, 0.1, 0.0], [0.1, 0.0, 0.1], [0.0, 0.1, 0.0], [0.0, 0.0, 0.0], [0.0, -0.1, 0.0], [-0.1, 0.0, 0.0], [0.1, -0.1, 0.0], [0.0, 0.0, 0.1], [-0.1, -0.1, 0.1], [0.1, 0.1, 0.0], [0.1, 0.1, 0.0], [0.1, 0.0, 0.0], [0.0, 0.0, 0.0], [0.1, -0.1, 0.0], [0.0, 0.1, 0.1], [0.1, 0.0, 0.1], [-0.1, -0.1, -0.1], [0.1, 0.0, 0.1]], "mulliken_charge": [0.28, -1.10, -1.08, -0.87, -0.92, -0.55, -0.38, -0.38, -0.07, -0.14, -0.23, 1.15, 0.38, 0.30, 0.35, 0.32, 0.39, 0.35, 0.28, 0.38, 0.28, 0.28, 0.37, 0.31, 0.26, 0.23, 0.21, 0.15, 0.24, 0.21]}

---

{"formula": "C5H18NO2", "method": "ωB97M-V/def2-TZVPD", "orbital_gap_ev": 11.38, "e_lumo_ev": -3.05, "e_homo_ha": -0.53031, "multiplicity": 1, "total_charge": 1, "symbols": ["C", "C", "C", "C", "C", "N", "H", "H", "H", "H", "H", "H", "H", "H", "H", "H", "H", "H", "H", "H", "H", "H", "O", "H", "H", "O"], "positions_angstrom": [[0.8671, 0.9350, -1.3177], [-0.5971, 1.3593, -1.3800], [-1.6008, 0.1591, -1.3592], [-2.0408, -0.5120, -0.0425], [-1.9846, 0.3655, 1.2522], [1.5535, 0.9946, 0.0458], [1.4372, 1.5810, -1.9838], [0.9594, -0.0845, -1.6855], [-0.9280, 2.0500, -0.6062], [-0.7800, 1.8917, -2.3095], [-2.5269, 0.5871, -1.7505], [-1.1973, -0.4988, -2.1292], [-3.0439, -0.9151, -0.1494], [-1.4803, -1.4305, 0.1255], [-3.0185, 0.4977, 1.5579], [-1.4877, 1.3131, 1.1050], [-1.4577, -0.1296, 2.0682], [0.8155, 1.1300, 0.7369], [2.0609, 0.1224, 0.2503], [2.1859, 1.7864, 0.0247], [3.2392, -2.1567, 0.3848], [4.0814, -1.5923, 1.5654], [3.2776, -1.4671, 1.0527], [1.2820, -2.2002, 1.8188], [-0.2429, -1.8464, 1.5596], [0.6266, -1.9397, 1.1656]], "forces_ev_per_angstrom": [[0.1, 0.2, -0.7], [-1.0, -0.9, 0.9], [-0.3, 1.2, -0.3], [1.1, -0.4, 0.6], [-0.4, -1.0, -0.7], [-0.9, -0.2, -0.8], [0.2, -0.1, 0.2], [0.1, 0.0, 0.1], [0.5, 0.3, 0.1], [0.3, 0.0, -0.2], [0.1, 0.0, -0.3], [-0.4, -0.6, 0.2], [-0.2, 0.3, -0.2], [0.3, 0.1, -0.1], [0.1, 0.5, 0.3], [-0.2, 0.4, 0.0], [-0.1, -0.1, 0.0], [0.3, -0.1, 0.3], [0.0, 0.0, 0.3], [0.2, 0.1, 0.5], [0.2, -0.2, 0.0], [0.1, -0.1, -0.1], [-0.2, 0.4, 0.0], [-0.2, 0.1, 0.3], [0.1, -0.3, 0.4], [0.1, 0.4, -0.7]], "mulliken_charge": [-0.47, -0.89, -0.74, -0.44, -1.04, -0.12, 0.38, 0.32, 0.50, 0.34, 0.31, 0.41, 0.48, 0.23, 0.34, 0.30, 0.21, 0.32, 0.18, 0.41, 0.34, 0.30, -0.67, 0.31, 0.29, -0.61]}